Here is a molecular structure, C2H4N4O in a non-equilibrium geometry from the OMol25 dataset. Energies are from ωB97M-V with the def2-TZVPD basis set.

Last column: Mulliken charge in e.
Atoms and positions in Å:
H -1.88382 -1.84244 -0.04857  0.24
N 2.21789 0.32080 -0.05720  -0.34
N 0.78531 -1.25798 -0.11396  -0.28
H -2.35590 1.51382 0.17898  0.37
C 0.85244 0.03778 -0.02862  0.40
H 2.65601 0.58485 -0.92274  0.20
O -2.49355 0.55300 0.11810  -0.49
C -1.25833 0.03565 0.04666  0.68
N -1.02989 -1.25255 -0.04030  -0.31
N -0.20798 0.85693 0.06272  -0.68
H 2.71782 0.45013 0.80492  0.20

Values from the calculation:
- ΔE to the lowest compared entry with this formula, charge and spin: 2.398 eV
- Frontier orbital gap: 10.37 eV
- Net charge: 0
- Strongest force on any atom: 3.92 eV/A